Record 1
Here is C19H20N2O3S in the gas phase from the Open Molecules 2025 dataset. Energies are from ωB97M-V with the def2-TZVPD basis set.

The geometry in XYZ format:
```
45
C19H20N2O3S (ωB97M-V with the def2-TZVPD basis set)
S -2.700 -0.244 1.095
O -2.335 -0.433 -2.745
O 0.896 -2.463 -0.352
O 4.468 0.938 -0.012
N 2.618 -0.343 0.235
N 1.203 1.405 -1.308
C -5.161 -0.613 0.479
C -4.494 -0.371 -0.736
C 0.581 2.242 -0.414
C -0.435 -2.865 -0.558
C 0.237 3.995 1.137
C -0.797 1.920 -0.389
C -1.662 2.702 0.376
C 1.111 3.266 0.360
C 2.964 -2.679 0.869
C 1.498 -3.097 0.760
C 2.619 1.323 -1.510
C 3.348 0.619 -0.345
C -4.319 -0.587 1.547
C -2.165 0.067 -1.644
C 0.276 0.572 -1.836
C -1.133 3.725 1.131
C -0.967 0.822 -1.298
C -3.156 -0.133 -0.576
C 3.128 -1.213 1.268
H 3.447 -3.308 1.617
H 0.614 4.799 1.752
H 1.736 -0.638 -0.166
H 0.955 -2.826 1.680
H 2.821 0.757 -2.424
H -1.062 -2.606 0.303
H -4.552 -0.751 2.581
H 3.448 -2.848 -0.094
H 1.433 -4.188 0.638
H -0.795 -2.340 -1.440
H 4.183 -0.965 1.411
H 3.049 2.322 -1.622
H 0.542 -0.181 -2.554
H -0.498 -3.946 -0.728
H 2.168 3.484 0.353
H -1.790 4.336 1.732
H -6.216 -0.804 0.556
H -4.969 -0.354 -1.700
H -2.726 2.520 0.369
H 2.590 -1.020 2.204
```

For the highest occupied orbital energy, the calculation gives -8.3 eV. For the HOMO-LUMO gap, the calculation gives 8.37 eV. Its SMILES is COCCCNC(=O)Cn1cc(C(=O)c2cccs2)c2ccccc21. For the energy above the lowest of the compared OMol25 structures with the same formula, charge and spin, the calculation gives 1.143 eV. For the max |F|, the calculation gives 0.681 eV/Å.

Partial charges, natural (NBO), in e:
1 S 0.47
2 O -0.55
3 O -0.57
4 O -0.63
5 N -0.63
6 N -0.33
7 C -0.27
8 C -0.18
9 C 0.11
10 C -0.25
11 C -0.21
12 C 0.00
13 C -0.21
14 C -0.23
15 C -0.42
16 C -0.06
17 C -0.30
18 C 0.67
19 C -0.40
20 C 0.53
21 C 0.06
22 C -0.23
23 C -0.27
24 C -0.32
25 C -0.22
26 H 0.22
27 H 0.22
28 H 0.43
29 H 0.16
30 H 0.23
31 H 0.17
32 H 0.24
33 H 0.22
34 H 0.17
35 H 0.20
36 H 0.24
37 H 0.24
38 H 0.23
39 H 0.17
40 H 0.22
41 H 0.21
42 H 0.23
43 H 0.24
44 H 0.22
45 H 0.19

***

Record 2
Here is C10H16N3P in the gas phase at a distorted geometry from the Open Molecules 2025 dataset. Energies are from ωB97M-V with the def2-TZVPD basis set.

The geometry in XYZ format:
```
30
C10H16N3P (ωB97M-V with the def2-TZVPD basis set)
P 1.749 0.191 -0.084
N 1.285 -3.330 -0.412
N -3.160 -0.507 0.170
N -1.980 -1.182 0.330
C 3.188 -0.696 0.553
C -0.915 -0.405 0.001
C 0.412 -0.838 0.114
C -1.395 0.796 -0.473
C 2.443 1.129 -1.579
C -3.941 1.648 -0.579
C 1.679 1.574 1.064
C 0.940 -2.230 -0.220
C -1.957 -2.585 0.721
C -2.824 0.652 -0.353
H 1.652 1.774 -1.887
H -0.800 1.723 -0.849
H 1.384 1.301 2.086
H -3.936 2.377 0.122
H -0.914 -2.739 1.034
H -2.503 -2.606 1.576
H 2.611 2.028 1.338
H -2.293 -3.398 0.053
H 3.791 -1.208 -0.349
H -4.801 1.205 -0.363
H 3.335 1.752 -1.073
H 2.797 0.401 -2.266
H 1.065 2.485 0.630
H 4.042 -0.121 0.921
H -3.827 2.167 -1.629
H 2.872 -1.360 1.400
```

For the highest occupied orbital energy, the calculation gives -7.5 eV. For the HOMO-LUMO gap, the calculation gives 7.80 eV. Its SMILES is Cc1cc(C(C#N)=P(C)(C)C)n(C)n1. For the energy above the lowest of the compared OMol25 structures with the same formula, charge and spin, the calculation gives 0.098 eV. For the max |F|, the calculation gives 6.053 eV/Å.

Partial charges, natural (NBO), in e:
1 P 1.59
2 N -0.39
3 N -0.29
4 N -0.17
5 C -0.99
6 C 0.15
7 C -0.77
8 C -0.39
9 C -0.92
10 C -0.62
11 C -1.00
12 C 0.27
13 C -0.40
14 C 0.16
15 H 0.24
16 H 0.21
17 H 0.26
18 H 0.21
19 H 0.22
20 H 0.21
21 H 0.25
22 H 0.21
23 H 0.26
24 H 0.22
25 H 0.24
26 H 0.24
27 H 0.25
28 H 0.26
29 H 0.20
30 H 0.28